Entry 1:
17
Properties=species:S:1:pos:R:3 method="wB97M-V/def2-TZVPD" homo_ev=-8.094 total_energy_ev=-8426.64372 homo_lumo_gap_ev=9.129 relative_energy_ev=4.597 charge=0
C 1.6998 -0.6090 -0.2524
C 0.7370 0.3247 0.4541
C 0.0377 1.4149 -0.4048
C -1.3225 0.9345 0.1240
O -1.9607 -0.0505 -0.7250
C -1.3892 -1.1115 -0.0075
C -0.6549 -0.1894 0.9560
H 1.9975 -1.4449 0.3911
H 2.6002 -0.0588 -0.5447
H 1.2533 -1.0315 -1.1587
H 1.2414 0.7859 1.3083
H 0.3026 2.4428 -0.1324
H 0.1387 1.2995 -1.4890
H -2.0430 1.6692 0.4991
H -0.3989 -1.9156 -0.7804
H -1.4656 -2.1571 -0.2752
H -0.7733 -0.3034 2.0376


Entry 2:
102
Properties=species:S:1:pos:R:3 method="wB97M-V/def2-TZVPD" homo_ev=-10.072 total_energy_ev=-232732.32108 homo_lumo_gap_ev=5.858 charge=+1
Sn 0.5503 0.6943 0.4416
O -0.0856 1.2218 -1.9208
S 0.3954 2.6329 -1.8429
O 1.1900 3.0358 -2.9621
O 1.0422 2.7931 -0.5094
C -1.0520 3.6425 -1.7154
C -1.0528 4.8624 -2.3754
C -2.1180 5.7310 -2.1976
C -3.1703 5.3738 -1.3677
C -3.1612 4.1533 -0.7087
C -2.0972 3.2685 -0.8581
P -2.1587 1.6379 0.0042
C -3.5696 0.8809 -0.8766
C -3.3014 0.3038 -2.1202
C -4.3321 -0.2438 -2.8689
C -5.6319 -0.2328 -2.3786
C -5.8998 0.3352 -1.1415
C -4.8734 0.8935 -0.3899
C -2.7088 2.0162 1.6944
C -2.3425 3.2049 2.3224
C -2.5363 3.3628 3.6888
C -3.0896 2.3362 4.4379
C -3.4379 1.1391 3.8241
C -3.2322 0.9718 2.4639
H -0.2224 5.1132 -3.0228
H -2.1228 6.6866 -2.7054
H -4.0073 6.0479 -1.2344
H -3.9938 3.8805 -0.0704
H -2.2867 0.3027 -2.5030
H -4.1218 -0.6804 -3.8375
H -6.4367 -0.6610 -2.9630
H -6.9111 0.3462 -0.7556
H -5.0975 1.3462 0.5678
H -1.9098 4.0124 1.7443
H -2.2487 4.2893 4.1689
H -3.2397 2.4613 5.5032
H -3.8583 0.3322 4.4111
H -3.4632 0.0210 1.9972
S -0.3577 -1.9838 -0.5235
C -1.1491 -3.4932 0.0111
C -2.3682 -4.0142 -0.3757
C -2.7018 -5.2705 0.1229
C -1.8426 -5.9745 0.9635
C -0.6246 -5.4281 1.3536
C -0.2989 -4.1779 0.8653
As 1.1581 -2.9494 0.9796
C 1.8397 -3.0705 2.7818
C 0.9677 -3.5330 3.7608
C 1.4459 -3.7080 5.0507
C 2.7643 -3.3923 5.3530
C 3.6131 -2.8968 4.3707
C 3.1515 -2.7221 3.0778
C 2.5427 -3.6811 -0.1629
C 2.4225 -3.6015 -1.5459
C 3.2825 -4.3257 -2.3552
C 4.2629 -5.1292 -1.7888
C 4.3832 -5.2095 -0.4099
C 3.5234 -4.4923 0.4100
H -3.0407 -3.4717 -1.0287
H -3.6545 -5.7069 -0.1487
H -2.1217 -6.9584 1.3163
H 0.0470 -5.9663 2.0096
H -0.0676 -3.7344 3.5259
H 0.7792 -4.0759 5.8198
H 3.1287 -3.5166 6.3648
H 4.6342 -2.6354 4.6156
H 3.7996 -2.3075 2.3164
H 1.6628 -2.9805 -1.9908
H 3.1817 -4.2656 -3.4314
H 4.9310 -5.6967 -2.4238
H 5.1481 -5.8332 0.0357
H 3.6142 -4.5822 1.4803
O 1.6859 0.0188 2.6425
C 0.5734 -0.4473 3.0181
O -0.1872 -1.0422 2.1820
C 0.0718 -0.2030 4.4012
C 0.8210 0.5628 5.2841
C 0.3964 0.7785 6.5985
C -0.7887 0.1935 6.9663
O -1.4084 0.2486 8.1768
C -2.5927 -0.5476 8.0647
O -2.6710 -1.0165 6.7162
C -1.5411 -0.5671 6.0863
C -1.1461 -0.7846 4.7975
H 1.7509 0.9893 4.9326
H 0.9661 1.3766 7.2969
H -3.4643 0.0642 8.2930
H -2.5261 -1.3956 8.7463
H -1.7289 -1.3668 4.0965
Se 2.5953 -0.2507 -2.9410
N 2.5417 -0.2205 -1.1607
C 3.7823 0.0717 -0.7578
C 4.1830 0.2079 0.6060
C 5.4818 0.5046 0.8645
C 6.4485 0.6688 -0.1794
C 6.1112 0.5391 -1.4839
C 4.7556 0.2335 -1.8098
N 4.2976 0.0753 -3.0438
H 3.4561 0.1034 1.4003
H 5.8021 0.6320 1.8909
H 7.4703 0.9046 0.0886
H 6.8317 0.6587 -2.2816


Entry 3:
8
Properties=species:S:1:pos:R:3 method="wB97M-V/def2-TZVPD" homo_ev=-9.548 total_energy_ev=-22760.10622 homo_lumo_gap_ev=9.508 relative_energy_ev=1.623 charge=0
C -0.1575 -0.0069 -0.4502
C 0.9741 -0.6412 0.3197
Cl 1.2609 -2.3163 -0.0550
I 2.9819 0.3580 0.0695
H 0.1993 -0.0501 -1.4153
H -0.3014 1.0172 0.0387
H -0.8917 -0.7559 -0.2702
H 0.7314 -0.4726 1.7651


Entry 4:
46
Properties=species:S:1:pos:R:3 method="wB97M-V/def2-TZVPD" homo_ev="-4.570 / -3.758" spin_multiplicity=2 total_energy_ev=-83308.68946 homo_lumo_gap_ev="7.024 / 6.366" relative_energy_ev=0.948 charge=-1 s_squared=1.006
Tc -0.4414 0.2638 0.7212
N -4.6188 1.6631 0.1297
C -3.3918 1.0524 0.1824
S -2.3294 1.5652 1.4892
N -3.0808 0.1799 -0.7169
N -1.8280 -0.3195 -0.6223
C -1.4655 -1.2505 -1.4947
C -0.1740 -1.7609 -1.3415
C 0.4010 -2.7972 -2.1088
C 1.6444 -3.2687 -1.7985
C 2.3279 -2.7374 -0.6898
C 1.7309 -1.7256 0.0185
N 0.5375 -1.2035 -0.3063
H -4.8614 2.1385 0.9821
H -5.3555 1.1206 -0.2935
H -2.1649 -1.5726 -2.2541
H -0.1674 -3.2015 -2.9365
H 2.0977 -4.0584 -2.3843
H 3.2991 -3.1094 -0.3955
H 2.1996 -1.3134 0.8995
C -0.5070 0.1279 4.5804
S 0.4659 -0.4699 3.2002
O 1.4797 -1.3316 3.7427
O -0.5162 -1.1716 2.3188
O 0.9410 0.7144 2.4735
H -0.7761 -0.7326 5.1867
H -1.3881 0.6168 4.1693
H 0.1085 0.8263 5.1419
O 4.5475 2.1521 -0.6871
B 3.5508 1.8113 0.2278
O 4.0792 1.0359 1.2575
C 5.3626 0.7635 0.8824
C 6.2608 -0.1002 1.4655
C 7.4916 -0.2485 0.8274
C 7.7942 0.4620 -0.3266
C 6.8763 1.3321 -0.9130
C 5.6508 1.4494 -0.2980
H 6.0016 -0.6554 2.3571
H 8.2176 -0.9427 1.2304
H 8.7604 0.3281 -0.7962
H 7.0980 1.8693 -1.8249
O -0.0132 1.8422 -0.6564
S 1.3136 2.2449 -1.1856
O 2.2510 2.1648 0.1676
O 1.3323 3.6302 -1.5535
S 2.0128 1.0456 -2.5150